# 1
45
Properties=species:S:1:pos:R:3 method="wB97M-V/def2-TZVPD" e_lumo_ev=-0.7 e_above_lowest_kj_mol=145.5 e_homo_ev=-8.036 mol_weight_g_mol=415.5
C 2.827 3.800 2.130
C 1.627 3.018 2.570
C 0.472 3.682 2.957
C -0.661 2.983 3.331
C -0.643 1.603 3.334
C 0.513 0.927 2.963
C 1.659 1.619 2.568
C 2.891 0.913 2.083
H 2.858 -0.159 2.252
H 3.782 1.309 2.566
H 2.989 1.069 1.008
N 0.497 -0.487 2.998
C -0.375 -1.210 2.278
N -1.395 -0.755 1.636
N -2.049 -1.678 0.943
C -1.561 -2.865 1.056
S -2.145 -4.236 0.162
C -3.335 -3.376 -0.926
C -2.739 -2.889 -2.236
O -3.213 -3.215 -3.298
N -1.664 -2.058 -2.069
C -0.944 -1.381 -3.033
C -1.339 -1.384 -4.376
C -0.651 -0.668 -5.331
C 0.460 0.095 -4.987
C 0.874 0.115 -3.676
C 0.199 -0.618 -2.696
N 0.754 -0.563 -1.384
O 1.597 0.278 -1.147
O 0.383 -1.380 -0.552
H 1.739 0.685 -3.373
H 0.995 0.657 -5.735
H -0.984 -0.702 -6.357
H -2.201 -1.966 -4.654
H -1.342 -1.913 -1.113
H -3.727 -2.536 -0.352
H -4.123 -4.093 -1.150
S -0.167 -2.973 2.113
H 1.352 -0.953 3.261
H -1.515 1.035 3.612
H -1.557 3.512 3.619
H 0.458 4.762 2.954
H 3.117 3.517 1.120
H 2.614 4.866 2.145
H 3.676 3.610 2.786

# 2
43
Properties=species:S:1:pos:R:3 method="wB97M-V/def2-TZVPD" e_lumo_ev=-0.2 e_homo_ev=-7.663 mol_weight_g_mol=375.4
C -2.772 0.213 3.291
H -2.009 0.162 3.886
H -3.257 -0.845 3.067
H -3.638 0.682 3.739
O -2.616 0.912 1.855
C -1.326 0.645 1.343
O -0.473 -0.190 1.706
C -1.278 1.289 0.149
C -0.224 0.963 -0.731
N 0.798 0.228 -0.497
C 1.690 -0.315 -1.312
O 1.530 0.128 -2.573
C 2.699 -1.147 -1.339
C 3.651 -1.347 -2.272
C 4.516 -2.577 -2.367
C 4.590 -3.431 -1.393
C 3.394 -3.383 -0.492
H 3.062 -4.484 -0.320
H 3.640 -3.282 0.671
C 2.294 -2.536 -0.616
C 1.375 -2.471 0.506
O 2.056 -2.097 1.746
O 0.116 -2.626 0.517
H -0.239 -2.259 1.302
H 1.391 -3.203 -1.472
H 5.078 -4.270 -1.350
H 5.404 -2.414 -3.169
H 4.156 -0.497 -2.376
H 3.161 -1.404 -3.251
H 3.363 -0.708 -0.283
H 0.802 -0.271 0.553
S -0.377 1.820 -2.279
C -1.726 2.761 -1.555
C -2.053 2.440 -0.465
C -3.152 3.051 0.279
C -4.451 3.358 0.051
C -5.221 3.944 0.854
C -4.063 4.143 2.127
O -3.063 3.373 1.676
H -4.185 4.271 3.115
H -6.025 4.634 0.947
H -4.536 3.277 -0.995
H -2.084 3.463 -2.272

# 3
44
Properties=species:S:1:pos:R:3 method="wB97M-V/def2-TZVPD" e_lumo_ev=0.6 smiles="O=C(NCC(=O)N1CCN(C(=O)c2ccco2)CC1)c1ccc(Br)cc1" e_above_lowest_kj_mol=0.0 e_homo_ev=-9.119 mol_weight_g_mol=420.3
O 0.623 -0.905 4.108
C -0.486 -0.453 3.891
N -0.731 0.404 2.871
C 0.280 0.683 1.883
C -0.403 0.788 0.522
O -1.618 0.714 0.440
N 0.382 1.003 -0.549
C -0.209 1.044 -1.873
C 0.297 -0.141 -2.707
N 1.740 -0.121 -2.747
C 2.542 0.234 -3.788
O 3.728 0.476 -3.616
C 2.004 0.288 -5.157
C 2.680 0.772 -6.251
C 1.832 0.586 -7.362
C 0.705 -0.003 -6.874
O 0.795 -0.186 -5.549
C 2.326 -0.167 -1.423
C 1.827 1.017 -0.584
C -1.664 -0.781 4.746
C -2.766 0.059 4.875
C -3.819 -0.294 5.699
C -3.768 -1.494 6.390
Br -5.224 -1.983 7.514
C -2.676 -2.339 6.284
C -1.625 -1.972 5.466
H -1.675 0.560 2.535
H 1.018 -0.127 1.910
H 0.786 1.628 2.115
H -1.293 0.999 -1.760
H 0.072 1.985 -2.359
H -0.024 -1.076 -2.233
H -0.124 -0.095 -3.706
H 3.660 1.202 -6.236
H 2.033 0.849 -8.379
H -0.198 -0.331 -7.350
H 2.038 -1.109 -0.944
H 3.410 -0.123 -1.533
H 2.247 0.968 0.417
H 2.155 1.949 -1.058
H -2.802 1.005 4.356
H -4.674 0.356 5.806
H -2.648 -3.266 6.837
H -0.754 -2.603 5.373

# 4
45
Properties=species:S:1:pos:R:3 method="wB97M-V/def2-TZVPD" e_lumo_ev="-7.1 / -8.7" spin_multiplicity=2 charge=+2 e_above_lowest_kj_mol=277.5 e_homo_ev="-15.462 / -15.695" mol_weight_g_mol=517.2
Ti 0.174 0.246 0.152
C 2.250 -1.500 1.226
N 1.813 -0.875 -0.008
C 1.587 1.828 -0.683
C -1.132 1.831 -0.244
C -1.652 3.074 -0.572
C -2.873 3.394 -0.004
C -3.516 2.490 0.853
C -2.934 1.273 1.117
N -1.755 0.981 0.536
C 1.980 -1.620 -1.228
C 1.051 -1.079 -2.280
C 1.307 -1.195 -3.629
C 0.345 -0.752 -4.527
C -0.836 -0.207 -4.044
C -1.000 -0.077 -2.682
N -0.068 -0.493 -1.803
C 0.984 -1.888 1.974
C 1.018 -2.628 3.138
C -0.184 -2.983 3.728
C -1.379 -2.593 3.135
C -1.331 -1.824 1.996
N -0.170 -1.460 1.419
H 2.829 -0.783 1.816
H 2.874 -2.380 1.056
H 2.499 1.408 -1.106
H 1.125 2.515 -1.385
H -1.130 3.767 -1.218
H -3.330 4.354 -0.205
H -4.458 2.745 1.316
H -3.386 0.542 1.773
H 1.714 -2.669 -1.027
H 3.026 -1.637 -1.557
H 2.232 -1.639 -3.969
H 0.515 -0.835 -5.592
H -1.615 0.132 -4.711
H -1.891 0.370 -2.266
H 1.965 -2.930 3.564
H -0.191 -3.568 4.639
H -2.334 -2.873 3.557
H -2.231 -1.484 1.504
Cl 3.980 2.352 1.672
Ge 2.035 2.695 0.935
Cl 0.784 1.349 2.295
Cl 1.309 4.623 1.340

# 5
45
Properties=species:S:1:pos:R:3 method="wB97M-V/def2-TZVPD" e_lumo_ev="-3.1 / -3.0" charge=+1 e_above_lowest_kj_mol=0.0 e_homo_ev="-10.886 / -10.898" mol_weight_g_mol=491.5
Ni 0.781 0.108 0.235
O 0.112 1.773 1.428
C 1.032 2.853 1.415
C 2.383 2.307 1.051
C 3.545 2.992 1.348
C 4.752 2.512 0.870
C 4.756 1.361 0.101
C 3.561 0.711 -0.124
N 2.387 1.159 0.353
H -0.745 2.026 1.057
H 1.051 3.367 2.377
H 0.747 3.577 0.645
H 3.496 3.897 1.939
H 5.675 3.033 1.088
H 5.666 0.950 -0.311
H 3.526 -0.194 -0.709
C -3.352 0.452 -2.141
S -2.670 0.010 -0.557
C -3.862 0.825 0.487
O -1.400 0.828 -0.432
H -4.355 0.033 -2.226
H -2.709 0.009 -2.899
H -3.372 1.536 -2.242
H -4.824 0.323 0.380
H -3.947 1.877 0.217
H -3.517 0.714 1.514
Cl 3.529 -2.111 1.460
C 2.332 -2.657 0.270
Cl 3.068 -2.761 -1.343
Cl 1.726 -4.235 0.755
C 1.224 -1.627 0.176
N 0.014 -1.792 -0.121
C -0.763 -2.832 -0.451
C -1.553 -3.691 -0.742
C -2.486 -4.720 -1.102
C -2.661 -5.819 -0.260
C -3.560 -6.814 -0.604
C -4.280 -6.723 -1.787
C -4.105 -5.633 -2.628
C -3.213 -4.629 -2.289
H -2.092 -5.885 0.658
H -3.696 -7.665 0.051
H -4.977 -7.506 -2.057
H -4.663 -5.567 -3.552
H -3.070 -3.780 -2.943

# 6
39
Properties=species:S:1:pos:R:3 method="wB97M-V/def2-TZVPD" e_lumo_ev=-6.0 charge=+1 e_homo_ev=-11.964 mol_weight_g_mol=307.8
C 3.712 -2.113 -1.758
C 2.887 -0.868 -1.545
Cl 2.917 0.326 -2.803
C 2.152 -0.420 -0.435
H 3.787 -2.814 -0.906
H 3.326 -2.657 -2.637
H 4.736 -1.814 -2.040
H 2.603 0.454 0.128
H 1.715 -1.220 0.217
C -3.585 -2.267 -3.275
C -2.488 -1.807 -2.368
C -2.618 -1.585 -0.993
F -3.894 -1.708 -0.491
C -1.624 -0.991 -0.197
C -0.485 -0.414 -0.884
C 0.515 0.493 -0.336
C 0.276 1.092 0.987
C -1.006 1.288 1.583
C -1.107 1.943 2.808
F -2.350 2.272 3.311
C -0.005 2.483 3.484
C -0.107 3.245 4.765
C 1.248 2.184 2.947
C 1.392 1.527 1.736
C -0.255 -0.884 -2.202
C -1.234 -1.552 -2.912
H -3.191 -2.515 -4.269
H -4.155 -3.133 -2.926
H -4.287 -1.457 -3.479
H -1.771 -0.965 0.898
H 1.017 1.167 -1.104
H -1.951 1.006 1.112
H 0.880 3.654 5.030
H -0.771 4.110 4.654
H -0.443 2.644 5.627
H 2.117 2.578 3.480
H 2.410 1.266 1.441
H 0.739 -0.778 -2.669
H -1.100 -1.773 -3.980